# 1
{
  "formula": "C13H34N2O4",
  "method": "ωB97M-V/def2-TZVPD",
  "elements": ["H", "H", "H", "C", "H", "H", "H", "H", "H", "H", "C", "C", "H", "C", "H", "C", "H", "H", "C", "O", "H", "H", "C", "H", "H", "H", "O", "H", "C", "C", "H", "H", "H", "H", "O", "N", "H", "N", "H", "H", "C", "H", "H", "H", "C", "H", "H", "H", "C", "C", "H", "O", "H"],
  "coordinates": [[2.400, 2.462, -1.629], [-2.187, -0.919, -0.285], [0.344, -0.017, 1.160], [1.286, 1.420, -0.004], [4.894, 1.905, -1.343], [-4.242, 2.083, 2.548], [-1.734, -1.192, 2.491], [0.565, -2.513, -0.755], [3.492, -1.510, 1.826], [-4.245, -2.333, 1.211], [-3.746, 2.057, 1.578], [2.605, -0.895, 1.680], [-2.129, -2.574, -0.179], [-3.403, -1.640, 1.200], [0.399, 2.043, -0.117], [-3.997, -0.260, 1.416], [-2.909, 2.749, 1.484], [1.898, -0.983, 2.505], [2.063, 1.454, -1.390], [-4.060, 2.543, -1.918], [-2.859, 1.082, -1.745], [-4.626, -0.324, 2.304], [3.328, 0.492, -1.420], [-4.525, 2.224, 0.835], [3.122, -0.401, -3.383], [5.224, 0.440, -0.369], [3.920, -1.856, -0.910], [0.604, -2.638, 0.991], [1.900, -1.076, 0.241], [0.749, -0.006, 0.148], [-0.065, -0.273, -0.526], [4.765, 0.078, -3.069], [-4.736, -0.009, 0.655], [-4.664, 3.233, -2.193], [-3.032, 0.772, 1.395], [-2.730, -1.762, -0.162], [4.209, 1.667, 0.265], [2.926, -0.834, -0.868], [-3.092, -2.060, 3.228], [1.944, -3.285, 0.009], [1.225, -2.472, 0.111], [-1.899, -2.945, 2.154], [3.505, 1.277, -3.505], [1.877, 1.782, 0.838], [3.727, 0.381, -2.925], [1.412, 1.225, -2.233], [3.431, -2.390, -1.540], [2.985, 0.122, 1.770], [4.466, 1.164, -0.667], [-2.434, -2.018, 2.361], [-3.219, 2.987, -1.814], [-2.160, 0.794, -1.158], [-2.575, 0.748, -0.296]],
  "multiplicity": 2,
  "lumo_energy_ev": [-2.46, -6.57],
  "total_charge": 1,
  "orbital_gap_ev": [8.80, 4.69],
  "s2": 0.7548
}

# 2
{
  "formula": "C13H34N2O5P2PtS2Te",
  "method": "ωB97M-V/def2-TZVPD",
  "elements": ["O", "O", "Pt", "H", "H", "H", "H", "C", "P", "C", "O", "H", "H", "H", "S", "C", "H", "C", "H", "C", "H", "C", "H", "C", "N", "H", "H", "H", "H", "H", "H", "C", "H", "H", "O", "S", "C", "C", "H", "O", "H", "C", "H", "H", "H", "H", "H", "C", "C", "P", "H", "H", "Te", "H", "H", "H", "H", "H", "H", "N"],
  "coordinates": [[2.756, -0.860, 3.288], [4.582, -1.388, -3.006], [0.921, -0.904, -0.566], [5.653, -2.556, 3.056], [-1.290, -0.937, -3.022], [4.271, 2.607, -3.670], [6.813, -2.010, -1.765], [0.530, -2.604, 4.682], [1.411, -1.220, 2.557], [6.026, -2.743, -1.621], [3.742, 0.933, -2.732], [2.884, 0.428, -5.320], [3.319, -2.804, 3.788], [5.588, -2.948, -3.726], [3.462, -0.507, -0.271], [3.931, -3.731, -2.608], [3.465, -3.604, -1.627], [3.762, -1.804, 3.692], [-0.597, -3.339, 6.338], [-1.283, 1.301, -1.522], [5.377, -0.872, 2.600], [-0.757, -2.692, 5.481], [-3.171, 0.628, -2.249], [5.061, -2.741, -2.790], [-0.317, 1.026, -0.461], [5.282, 0.018, -4.945], [2.071, 1.833, -4.614], [-0.774, 1.002, 0.452], [3.266, 2.047, -5.891], [3.185, -3.624, -3.392], [-1.747, 2.280, -1.346], [-2.390, 0.250, -1.588], [0.402, 1.749, -0.420], [-2.803, -1.663, -2.470], [0.323, -1.694, 3.588], [1.560, -1.108, -2.960], [-1.923, -1.096, -2.144], [3.013, 1.464, -5.010], [4.565, -2.170, 1.719], [0.863, -0.099, 1.769], [5.795, 1.661, -5.324], [4.912, -1.848, 2.702], [0.796, -3.587, 4.272], [6.485, -3.722, -1.526], [-0.910, -2.780, -1.569], [-1.055, -1.709, 5.836], [-1.716, -2.039, -0.329], [4.133, 1.572, -3.997], [5.433, 1.012, -4.532], [3.461, -0.538, -2.335], [5.498, -2.517, -0.696], [1.350, -2.237, 5.305], [1.834, -3.074, 0.964], [-0.754, 1.345, -2.476], [-2.830, 0.117, -0.595], [4.113, -1.465, 4.670], [4.339, -4.736, -2.664], [-1.558, -3.102, 4.871], [6.186, 0.964, -3.750], [-1.157, -1.876, -1.167]],
  "multiplicity": 1,
  "lumo_energy_ev": [-8.76, -8.33],
  "total_charge": 2,
  "orbital_gap_ev": [5.50, 6.33]
}

# 3
{
  "formula": "C13H36BF4N4O4",
  "method": "ωB97M-V/def2-TZVPD",
  "elements": ["H", "H", "H", "H", "H", "H", "H", "C", "H", "H", "H", "F", "H", "H", "H", "H", "H", "C", "F", "H", "O", "F", "H", "N", "C", "H", "H", "C", "H", "H", "O", "H", "H", "F", "N", "H", "N", "C", "C", "O", "H", "H", "C", "C", "H", "H", "C", "H", "H", "H", "H", "C", "C", "C", "H", "H", "H", "C", "B", "N", "O", "H"],
  "coordinates": [[5.226, 6.930, -6.049], [12.297, 9.443, -2.897], [10.904, 9.186, -1.005], [4.755, 5.208, -6.064], [10.935, 10.089, -3.852], [1.189, 0.428, -3.698], [11.410, 2.444, -5.538], [10.086, 8.822, -1.637], [10.771, 2.235, -9.100], [7.696, 7.403, -7.418], [12.262, 10.115, -6.266], [8.353, 6.318, -4.956], [5.351, 2.278, -5.165], [7.670, 7.184, -9.217], [13.326, 8.778, -6.490], [10.317, 7.156, -4.961], [10.034, 8.659, -5.724], [1.921, -0.355, -3.527], [8.622, 4.407, -3.779], [11.006, 7.538, -6.433], [10.610, 8.281, -2.842], [6.608, 5.512, -3.706], [10.052, 0.653, -9.513], [3.138, -0.250, -4.440], [4.738, 6.140, -6.625], [5.047, 0.771, -6.154], [9.654, 2.802, -5.092], [11.907, 8.494, -4.808], [7.039, 5.187, -7.049], [9.197, 9.449, -1.672], [11.793, 0.078, -7.089], [3.969, 2.119, -6.251], [9.812, 7.927, -1.061], [7.135, 4.384, -5.583], [6.818, 5.606, -7.988], [11.766, 0.846, -9.485], [10.707, 7.914, -5.534], [10.915, 0.720, -7.528], [11.450, 9.171, -3.531], [3.984, 1.587, -3.288], [13.610, 9.774, -5.132], [3.715, -1.085, -4.287], [10.859, 1.155, -8.971], [10.378, 2.550, -5.863], [6.965, 4.869, -8.680], [9.612, 0.536, -5.966], [12.799, 9.339, -5.714], [12.541, 7.627, -4.609], [10.471, 3.319, -6.631], [9.094, 1.510, -7.184], [3.688, 6.388, -6.765], [4.615, 1.577, -5.556], [5.373, 6.104, -7.995], [7.786, 6.706, -8.250], [2.777, -0.410, -5.388], [2.285, -0.302, -2.505], [1.530, -1.333, -3.803], [3.919, 1.060, -4.331], [7.681, 5.152, -4.502], [9.885, 1.323, -6.565], [4.863, 6.455, -8.991], [8.809, 6.343, -8.151]],
  "multiplicity": 1,
  "lumo_energy_ev": -8.11,
  "total_charge": 3,
  "orbital_gap_ev": 8.58
}

# 4
{
  "formula": "C13H36NO3PSSi2",
  "method": "ωB97M-V/def2-TZVPD",
  "elements": ["H", "H", "H", "H", "H", "H", "H", "H", "H", "O", "C", "Si", "H", "C", "H", "C", "H", "C", "C", "H", "H", "H", "C", "H", "H", "Si", "H", "H", "H", "H", "S", "H", "C", "H", "H", "C", "N", "H", "C", "H", "H", "H", "H", "C", "H", "P", "H", "H", "H", "H", "C", "H", "C", "H", "C", "O", "O"],
  "coordinates": [[5.242, 4.620, 2.413], [-0.989, -2.095, -2.242], [-5.856, -0.720, 1.518], [1.860, 4.005, -0.327], [3.636, 0.543, -1.382], [0.359, -4.078, 1.637], [5.573, 3.117, 1.527], [-4.296, -2.303, 3.107], [-3.563, -0.444, 0.462], [1.539, 1.962, -0.556], [3.604, 1.536, -1.838], [-1.578, -3.569, 0.343], [1.800, -2.027, 0.401], [4.759, 3.700, -1.713], [-3.122, -2.495, -2.031], [0.863, -2.061, 0.959], [-0.866, -0.745, 1.149], [-5.407, -2.642, 0.673], [5.670, 4.536, -0.846], [0.894, 3.191, 0.920], [-7.552, -2.731, 1.037], [1.139, -1.953, 2.007], [5.700, 4.206, 1.517], [5.203, 3.621, -2.710], [-0.248, -0.897, -0.510], [-4.034, -3.055, 1.860], [-4.027, -4.499, 2.187], [2.649, 2.983, 0.895], [2.034, 2.996, -2.272], [0.620, 0.060, 0.656], [-1.654, -4.774, -2.901], [4.369, 2.431, -0.184], [0.033, -0.851, 0.543], [6.772, 4.427, 1.535], [6.629, 4.030, -0.703], [-5.634, -1.131, 0.530], [4.597, 2.363, -1.167], [3.912, 1.414, -2.882], [-6.666, -3.334, 1.234], [-6.528, -0.993, -0.084], [3.810, 4.245, -1.819], [0.746, -3.989, -0.052], [-4.323, -0.648, -1.124], [2.154, 1.998, -1.830], [-6.817, -4.309, 0.777], [-1.879, -3.112, -1.866], [5.856, 5.490, -1.347], [-4.742, 0.724, -0.117], [1.587, 1.302, -2.453], [-5.199, -3.062, -0.316], [-4.494, -0.336, -0.094], [-6.621, -3.495, 2.315], [0.225, -3.456, 0.748], [-2.044, -4.965, 0.428], [1.760, 3.092, 0.266], [5.069, 4.814, 0.411], [-2.526, -2.636, 1.307]],
  "multiplicity": 1,
  "lumo_energy_ev": 0.67,
  "total_charge": 0,
  "orbital_gap_ev": 8.88
}

# 5
{
  "formula": "C13H37HgO9S6",
  "method": "ωB97M-V/def2-TZVPD",
  "elements": ["C", "H", "H", "H", "H", "C", "C", "H", "H", "H", "C", "C", "S", "C", "H", "H", "S", "C", "S", "H", "H", "H", "O", "H", "H", "H", "O", "H", "H", "H", "H", "H", "C", "C", "H", "O", "C", "C", "O", "H", "H", "C", "H", "H", "H", "H", "S", "C", "H", "H", "H", "O", "S", "H", "O", "Hg", "H", "S", "H", "H", "H", "O", "O", "H", "H", "O"],
  "coordinates": [[-0.229, 0.262, -4.700], [1.931, -3.904, 2.747], [-1.586, 4.407, -1.658], [-3.005, -2.620, 3.074], [0.801, -0.093, -4.666], [4.085, -0.618, -0.831], [-2.549, 4.396, -1.148], [5.099, -0.571, -1.227], [-2.742, 0.502, -3.639], [1.126, -0.182, 3.298], [-2.390, -2.009, 2.413], [-1.686, -0.280, 4.334], [-2.332, 3.235, 0.303], [-2.640, -1.439, -1.671], [4.435, -1.580, -3.585], [1.735, -3.493, -1.409], [-0.572, 1.702, -3.561], [-2.402, 1.537, -3.665], [1.189, -2.521, 0.780], [-2.882, 1.968, -4.543], [2.690, -4.217, -0.294], [-1.368, -2.361, 2.550], [-0.232, -2.166, 0.372], [-2.462, 5.264, 1.576], [-2.724, 5.421, -0.822], [3.804, -2.751, -2.455], [-1.201, 2.294, -0.092], [2.664, -0.820, 2.762], [-0.910, -0.564, -4.491], [-0.773, -0.873, 4.390], [-2.759, -2.346, -2.912], [-0.382, 0.484, -5.756], [1.015, -3.436, 2.387], [1.650, -3.911, -0.406], [4.071, 0.208, -0.119], [-3.529, -2.045, -2.424], [-1.641, 4.578, 1.372], [3.516, -1.937, -3.120], [-0.270, 1.203, -2.129], [-1.229, 0.698, 4.483], [0.869, -4.667, -0.321], [2.128, 0.104, 2.979], [0.874, -2.723, 3.200], [2.701, 0.312, 3.883], [-1.370, 4.115, 2.322], [2.784, -2.283, -3.850], [2.819, -0.476, -2.132], [1.296, 2.827, 2.683], [1.500, 3.834, 2.320], [-2.799, 1.968, -2.745], [0.143, -4.089, 2.406], [1.177, 1.062, 0.580], [-2.285, -0.209, 2.639], [-2.478, -2.348, 1.381], [-2.856, -0.684, -0.731], [-0.501, -0.020, -0.362], [-2.433, -0.505, 5.095], [2.191, 1.484, 1.696], [1.849, 2.984, 3.609], [-0.791, 5.142, 0.989], [0.250, 2.598, 2.887], [1.445, -0.866, -1.514], [-1.472, -1.460, -2.114], [-3.221, 3.966, -1.891], [3.946, -1.560, -0.301], [-1.086, 0.071, 1.774]],
  "multiplicity": 2,
  "lumo_energy_ev": [-4.27, -9.44],
  "total_charge": 2,
  "orbital_gap_ev": [9.82, 4.64],
  "s2": 0.7600
}

# 6
{
  "formula": "C13H37N6O5P2Pd",
  "method": "ωB97M-V/def2-TZVPD",
  "elements": ["H", "O", "H", "H", "C", "N", "H", "H", "P", "H", "H", "H", "H", "H", "C", "C", "C", "H", "H", "C", "H", "C", "H", "H", "H", "N", "C", "P", "H", "H", "C", "H", "H", "H", "H", "H", "C", "O", "O", "O", "C", "Pd", "N", "N", "H", "H", "H", "C", "H", "C", "H", "H", "N", "H", "H", "H", "H", "H", "H", "H", "N", "O", "C", "H"],
  "coordinates": [[1.196, 4.791, -2.745], [-1.042, 2.574, -2.252], [-1.000, -3.791, 1.596], [-0.366, -0.257, -4.234], [1.274, -1.433, 2.682], [-1.945, 1.125, -4.126], [-1.718, -1.728, 0.660], [-5.003, 0.201, -1.606], [-1.810, 1.184, -2.439], [3.733, -2.650, -2.508], [-1.666, -0.487, -5.435], [-4.103, 0.429, -0.105], [-0.838, -2.504, -0.511], [-0.843, -1.676, 3.028], [-4.001, 0.278, -1.182], [1.854, 3.926, -2.780], [2.359, 1.791, -1.625], [1.988, 0.937, -2.215], [2.066, -1.946, 2.138], [-0.141, 4.946, 0.704], [2.875, 4.269, -2.619], [3.465, -2.881, -1.475], [0.632, -3.463, 1.032], [-0.534, 0.846, -5.632], [-3.516, 1.058, -5.498], [-0.797, -2.069, 0.406], [-1.043, 5.426, -1.550], [0.010, 2.948, -1.042], [0.660, 5.685, 0.628], [0.153, -3.041, 3.514], [-0.273, -2.993, 1.419], [-3.865, 3.089, -0.657], [-4.980, 2.640, -1.953], [0.183, 4.131, 1.347], [1.791, 3.487, -3.780], [-3.440, 3.440, -2.335], [2.417, -1.940, -1.012], [1.253, -1.912, -1.519], [2.623, -1.115, -0.069], [-0.071, 1.944, 0.058], [-3.926, 2.718, -1.683], [0.558, -0.271, -0.214], [1.493, 2.959, -1.744], [1.043, -0.135, 2.028], [4.353, -2.807, -0.850], [-0.999, 5.436, 1.165], [2.497, 1.514, -0.578], [-1.072, 0.250, -4.884], [3.080, -3.901, -1.464], [0.017, -2.289, 2.739], [-1.403, 4.951, -2.460], [-2.537, 2.521, -5.562], [-0.517, 4.431, -0.616], [-0.290, 6.174, -1.810], [-3.698, 2.293, -4.228], [3.345, 2.042, -2.013], [-1.869, 5.956, -1.074], [-3.467, -0.650, -1.370], [0.308, 0.391, 2.494], [1.649, -1.266, 3.696], [-3.284, 1.406, -1.780], [-1.052, 0.033, -1.909], [-2.989, 1.791, -4.879], [1.897, 0.416, 2.047]],
  "multiplicity": 5,
  "lumo_energy_ev": [-7.44, -12.86],
  "total_charge": 3,
  "orbital_gap_ev": [10.08, 4.64],
  "s2": 6.0203
}

Energy values, unit eV, following the record order: -25192.783, -78028.522, -39741.222, -57577.904, -101672.225, -55292.772.